# C4H10N3

An isolated ion of composition C4H10N3 and charge +1 (ωB97M-V/def2-TZVPD, OMol25).

```
17
Properties=species:S:1:pos:R:3:forces:R:3:lowdin_charge:R:1
C -1.2695 -0.5564 0.0213 0.5 0.4 0.1 -0.26
C 0.1835 0.0075 0.0001 -2.1 1.5 0.4 -0.26
C -2.3584 0.5070 -0.1362 1.2 -0.1 3.1 -0.01
C 2.5096 -0.5272 -0.0488 -0.3 -2.9 1.3 0.00
N -1.2495 -1.8118 0.1297 2.1 1.7 -0.1 0.20
N 1.0994 -0.8762 -0.1168 1.1 1.5 0.0 0.10
N 0.3128 1.3491 0.0666 0.4 -1.3 0.0 0.21
H -1.9775 1.2586 -0.8283 -0.5 0.3 0.4 0.09
H -3.2720 0.1085 -0.4157 -1.6 -1.0 -1.2 0.05
H -2.6812 0.8456 0.9706 1.3 0.0 -2.4 0.16
H 3.1120 -1.3857 0.2175 -0.3 -0.4 0.6 0.11
H 2.9506 -0.2985 -0.9203 0.7 0.9 -3.9 0.06
H 2.8079 0.2625 0.5578 -0.4 1.4 1.8 0.08
H -2.0718 -2.2974 0.0233 -2.6 -1.2 -0.1 0.07
H 0.6561 -1.7880 -0.0976 0.4 -0.9 -0.1 0.14
H -0.3913 1.8328 0.6110 0.2 0.2 -0.5 0.13
H 1.1870 1.8022 -0.1634 -0.1 0.1 0.4 0.13
```
Forces are in eV/Å.

- net charge = +1
- energy relative to the best compared isomer or geometry (same formula, charge and spin) (eV) = 1.264
- gap between HOMO and LUMO (Ha) = 0.398
- SMILES string = [H]/N=C(\C)C(=[NH2+])NC
- LUMO level (eV) = -4.3

# C4H4O3

One molecule with the formula C4H4O3 (ωB97M-V/def2-TZVPD, OMol25).

```
11
Properties=species:S:1:pos:R:3:forces:R:3:lowdin_charge:R:1
O -0.9388 2.0694 -1.8603 0.7 -1.6 1.9 0.12
C -0.7058 1.3192 -0.9770 -0.9 -1.2 0.5 -0.11
O -1.7775 0.2811 -0.4107 0.9 1.3 -0.7 -0.08
C -1.0773 -0.2066 0.6848 0.5 -0.3 0.2 -0.23
C 0.3314 0.0879 0.3071 -0.2 0.8 -0.8 -0.26
C 1.4789 -0.6461 -0.2095 0.0 0.1 -0.2 -0.03
O 1.3996 -0.0547 1.1206 0.0 0.9 -0.4 0.06
H -1.0535 -1.2958 0.8224 -0.8 0.0 -0.3 0.14
H -1.3366 0.2520 1.6559 0.0 0.0 -0.4 0.14
H 2.1141 -0.0733 -0.8804 0.0 -0.2 0.0 0.12
H 1.5655 -1.7330 -0.2530 -0.2 0.3 0.2 0.12
```
Forces are in eV/Å.

- energy relative to the best compared isomer or geometry (same formula, charge and spin) (eV) = 4.201
- gap between HOMO and LUMO (Ha) = 0.372
- LUMO level (eV) = 0.5

# C7H19NO2

A 3-piece molecular cluster, C7H19NO2 overall (ωB97M-V/def2-TZVPD, OMol25).

```
29
Properties=species:S:1:pos:R:3:forces:R:3:mulliken_spin:R:1
C -1.7142 -1.4990 -0.9618 -0.1 -0.7 -1.0 0.00
C -1.1200 -2.2042 -2.1909 -0.5 -0.9 0.2 0.00
C -0.7750 -1.5908 0.2259 0.6 -0.8 -1.1 0.00
N 0.1243 -0.4098 0.3963 -3.8 -0.8 3.3 0.73
C 1.0307 -0.5011 1.5235 1.2 1.9 -0.8 0.02
C 0.8549 0.7623 2.4662 -2.9 -2.1 -0.9 0.06
C 0.0069 1.7188 1.5694 1.2 -1.2 0.0 0.00
C -0.7392 0.8202 0.5481 3.4 1.7 -0.4 0.02
H -2.6397 -2.0928 -0.7850 0.4 1.0 0.4 0.00
H -1.8965 -0.4717 -1.2607 -0.6 0.1 0.3 0.00
H -0.8322 -3.2318 -1.9089 0.1 0.4 -0.2 0.00
H -0.2994 -1.7194 -2.6832 0.6 0.3 0.0 0.00
H -1.8851 -2.3057 -2.9523 -0.2 0.0 -0.1 0.00
H -0.2096 -2.5149 0.0445 0.4 0.3 0.5 0.01
H -1.2859 -1.7270 1.1883 0.1 0.4 0.0 0.05
H 1.9608 -0.1517 1.0658 0.8 -0.9 -0.2 0.05
H 1.0908 -1.4797 1.9900 0.1 -0.1 -0.3 0.00
H 1.8517 1.0390 2.7429 0.1 0.6 0.6 -0.01
H 0.1932 0.3781 3.2645 0.8 0.5 0.3 0.01
H 0.7673 2.2994 1.0424 -0.7 0.6 0.1 0.00
H -0.7378 2.2467 2.1598 0.4 0.6 -0.2 0.00
H -1.7142 0.6333 0.9137 -1.0 -0.9 -0.1 0.02
H -0.7028 1.3451 -0.4053 -0.7 0.0 -0.2 0.01
H -0.5392 4.1696 -0.6142 0.8 0.1 0.5 0.00
H 0.9185 3.4091 -0.8118 -0.6 0.9 0.4 0.00
O 0.0392 3.6224 -1.1508 -0.2 -0.9 -1.0 0.00
H 1.6576 -1.4278 -0.7695 0.3 -0.3 -0.1 0.00
H 1.3406 -0.6244 -1.9961 0.1 0.1 -0.3 0.00
O 2.0460 -1.1476 -1.6027 -0.1 0.2 0.2 0.02
```
Forces are in eV/Å.

- net charge = +1
- 2S+1 = 2
- energy relative to the best compared isomer or geometry (same formula, charge and spin) (eV) = 0.000
- gap between HOMO and LUMO (spin up / spin down) (Ha) = 0.442 / 0.269
- <S²> = 0.754
- LUMO level (spin up / spin down) (eV) = -2.9 / -7.6

# C35H50N2O4P2

A 3-piece molecular cluster, C35H50N2O4P2 overall (ωB97M-V/def2-TZVPD, OMol25).

```
93
Properties=species:S:1:pos:R:3:forces:R:3:lowdin_charge:R:1
C 4.4606 3.0679 0.6797 -0.3 -0.1 -0.2 -0.06
C 4.1978 3.9231 -0.5586 0.3 0.0 0.1 -0.28
O 3.3174 3.2413 -1.4258 -0.3 -0.1 0.1 -0.15
C 2.4098 4.0695 -2.1312 0.4 0.0 -0.1 -0.24
C 1.3292 3.1784 -2.7109 0.1 -0.1 -0.2 -0.16
C 0.0559 3.8847 -3.2106 -0.1 -0.1 0.0 -0.18
C -0.3992 5.1658 -2.5032 -0.2 0.0 -0.1 -0.19
C -1.2206 4.9484 -1.2093 0.1 0.2 0.0 -0.14
C -0.8622 3.7357 -0.3984 0.1 0.2 0.1 -0.23
C 0.3193 3.7136 0.3901 0.0 0.4 -0.2 -0.03
C 0.6765 2.6248 1.1081 0.3 0.0 0.3 0.00
C -0.1382 1.4786 1.1010 -0.2 -0.2 0.0 -0.19
N 0.2380 0.3851 1.8046 -0.2 -0.2 -0.1 0.18
C -0.5366 -0.6689 1.7576 -0.1 0.2 -0.1 -0.26
C -0.0379 -1.9044 2.4737 0.2 0.1 -0.2 -0.18
C 1.4555 -2.1383 2.2182 0.1 -0.3 0.2 -0.21
P 1.8602 -2.5290 0.5196 0.3 0.4 -0.2 0.47
O 1.5834 -1.4594 -0.4562 -0.2 -0.2 0.0 -0.25
O 3.3867 -2.9366 0.6809 -0.1 -0.2 0.0 -0.20
C 4.1176 -3.2425 -0.5224 0.2 0.1 -0.3 -0.27
C 4.9758 -2.0659 -0.9287 0.0 0.2 0.0 -0.07
O 1.1908 -3.9285 0.1410 -0.2 0.0 0.1 -0.20
C -0.1221 -3.9463 -0.4577 -0.3 -0.1 -0.1 -0.28
C -0.1626 -4.9631 -1.5973 0.3 0.2 0.1 -0.05
C -1.7835 -0.6419 1.0402 0.0 0.4 0.0 -0.35
P -2.9236 -2.0857 1.0364 0.3 -0.5 0.1 0.91
C -4.2552 -1.5155 2.1482 -0.3 0.0 -0.1 -0.30
C -3.6724 -1.9025 -0.6182 -0.1 0.1 0.1 -0.32
N -2.1504 0.4118 0.3481 0.1 0.0 0.1 0.14
C -1.3268 1.4913 0.3436 0.2 -0.4 0.3 -0.19
C -1.6627 2.6354 -0.3999 -0.3 0.0 -0.3 0.03
H 4.2076 2.0339 0.4382 0.2 0.0 0.0 0.08
H 5.5009 3.1137 0.9950 0.0 0.1 0.1 0.07
H 3.8161 3.3602 1.5102 0.1 0.0 0.0 0.06
H 5.1447 4.1237 -1.0731 -0.1 0.1 -0.1 0.11
H 3.7649 4.8860 -0.2662 0.0 0.1 -0.1 0.11
H 2.9441 4.6068 -2.9285 -0.1 0.1 0.0 0.13
H 2.0116 4.8276 -1.4498 -0.1 -0.1 0.0 0.09
H 1.1021 2.4056 -1.9748 -0.1 0.1 0.1 0.11
H 1.7744 2.6526 -3.5595 -0.1 -0.1 0.1 0.12
H 0.1510 4.0865 -4.2798 0.1 0.1 0.0 0.11
H -0.7673 3.1682 -3.1238 0.0 0.0 -0.1 0.11
H -1.0593 5.6917 -3.1979 0.0 0.1 0.0 0.10
H 0.4242 5.8591 -2.3243 0.1 -0.1 0.0 0.10
H -1.1166 5.8346 -0.5768 0.0 0.0 0.0 0.12
H -2.2757 4.8884 -1.4800 0.0 -0.1 0.0 0.11
H 0.9660 4.5826 0.4066 -0.1 0.1 0.0 0.12
H 1.5935 2.6125 1.6843 -0.1 -0.1 0.0 0.11
H -0.5945 -2.7802 2.1458 -0.2 0.0 0.1 0.06
H -0.1955 -1.7884 3.5492 -0.1 0.0 0.0 0.12
H 1.8137 -2.9754 2.8229 0.0 0.1 0.0 0.10
H 2.0510 -1.2583 2.4634 0.0 0.0 0.0 0.09
H 3.4287 -3.4976 -1.3305 -0.1 0.0 0.1 0.11
H 4.7235 -4.1246 -0.3161 0.0 0.0 0.1 0.12
H 4.3468 -1.2242 -1.2196 0.0 0.0 0.0 0.07
H 5.6088 -2.3339 -1.7759 0.0 0.0 0.0 0.08
H 5.6142 -1.7435 -0.1058 0.0 -0.1 0.0 0.08
H -0.3666 -2.9477 -0.8222 0.1 0.0 0.0 0.09
H -0.8471 -4.1994 0.3167 0.1 0.0 0.0 0.08
H 0.7773 -5.5148 -1.6045 -0.1 -0.1 0.0 0.08
H -0.2499 -4.4635 -2.5609 -0.1 -0.1 0.0 0.07
H -0.9829 -5.6655 -1.4693 0.0 0.0 -0.1 0.07
H -4.8056 -0.6522 1.7676 0.2 0.1 0.0 0.04
H -3.8598 -1.3021 3.1402 0.0 0.0 0.0 0.03
H -4.9589 -2.3456 2.2402 0.0 0.0 0.1 0.03
H -2.8488 -1.8161 -1.3273 -0.1 -0.1 -0.1 0.03
H -4.3156 -1.0275 -0.7209 0.1 0.0 0.0 0.04
H -4.2429 -2.8090 -0.8206 0.0 0.0 -0.2 0.03
H -2.5762 2.6151 -0.9833 0.0 0.0 0.0 0.12
C 2.1135 -0.5303 5.7369 0.0 0.0 0.0 -0.09
C 1.5455 0.3830 4.8584 0.0 0.0 0.1 -0.09
C 1.4858 1.7260 5.2037 0.0 0.0 0.0 -0.09
C 1.9970 2.1563 6.4204 0.0 0.0 0.0 -0.10
C 2.5664 1.2417 7.2960 0.0 0.0 0.0 -0.10
C 2.6229 -0.1026 6.9555 0.0 0.0 0.0 -0.10
H 2.1621 -1.5796 5.4704 0.0 0.0 0.0 0.10
H 1.1492 0.0624 3.9058 0.0 0.1 0.0 0.05
H 1.0381 2.4369 4.5197 0.0 0.0 0.0 0.10
H 1.9520 3.2046 6.6871 0.0 0.0 0.0 0.10
H 2.9666 1.5771 8.2442 0.0 0.0 0.0 0.10
H 3.0650 -0.8159 7.6393 0.0 0.0 0.0 0.10
C -6.2058 -4.2607 -4.9101 0.0 0.0 0.0 -0.10
C -4.8323 -4.3361 -5.0941 0.0 0.0 0.0 -0.10
C -4.0171 -3.2962 -4.6688 0.0 0.0 0.0 -0.10
C -4.5757 -2.1834 -4.0556 0.0 0.0 0.0 -0.11
C -5.9488 -2.1089 -3.8692 0.0 0.0 0.0 -0.10
C -6.7643 -3.1467 -4.2987 0.0 0.0 0.0 -0.10
H -6.8417 -5.0707 -5.2434 0.0 0.0 0.0 0.10
H -4.3967 -5.2056 -5.5693 0.0 0.0 0.0 0.10
H -2.9459 -3.3532 -4.8148 0.0 0.0 0.0 0.10
H -3.9393 -1.3746 -3.7202 0.0 0.0 0.0 0.10
H -6.3833 -1.2421 -3.3879 0.0 0.0 0.0 0.10
H -7.8357 -3.0875 -4.1567 0.0 0.0 0.0 0.10
```
Forces are in eV/Å.

- gap between HOMO and LUMO (Ha) = 0.309
- SMILES string = CCOCCCCCc1ccc2nc(CCP(=O)(OCC)OCC)c(P(C)C)nc2c1.c1ccccc1.c1ccccc1
- LUMO level (eV) = -0.1

# C2H5N3

A 2-piece molecular cluster, C2H5N3 overall (ωB97M-V/def2-TZVPD, OMol25).

```
10
Properties=species:S:1:pos:R:3:forces:R:3:lowdin_charge:R:1
C 2.2564 -0.1844 -0.1895 3.9 -6.2 -4.1 -0.08
C -0.6675 -0.3603 -0.0378 1.7 -4.8 -4.4 -0.22
N 2.8427 -0.9499 -0.8074 -0.4 -0.3 0.1 0.11
N -1.7611 1.2808 0.9224 -1.7 1.3 -0.9 0.06
N -0.8630 0.4745 0.9864 0.1 1.2 2.8 -0.18
H -1.3158 -0.3219 -0.9930 0.3 0.4 1.5 0.11
H 0.3789 -0.2308 -0.3997 -1.3 -0.1 0.0 0.01
H -0.6255 -1.4593 0.2902 -0.3 1.5 -0.2 0.12
H 2.0034 0.5872 0.2585 -2.6 6.7 4.3 -0.02
H -2.2485 1.1640 -0.0303 0.1 0.3 0.9 0.07
```
Forces are in eV/Å.

- energy relative to the best compared isomer or geometry (same formula, charge and spin) (eV) = 3.451
- gap between HOMO and LUMO (Ha) = 0.387
- SMILES string = [H]/N=N\C.C#N
- LUMO level (eV) = 0.7

# C6H10N4

An isolated ion of composition C6H10N4 and charge +2 (ωB97M-V/def2-TZVPD, OMol25).

```
20
Properties=species:S:1:pos:R:3:forces:R:3:mulliken_spin:R:1
C -1.0282 1.0630 -1.1455 -1.4 0.5 -3.6 0.13
C -1.1349 -0.7645 1.5288 -1.0 -2.6 -1.6 0.02
C -0.0419 0.1306 -1.3711 -3.3 2.6 -3.0 0.27
C -1.6282 0.4929 2.1000 -0.8 -0.5 0.7 0.07
C -1.0903 1.5310 1.2501 0.7 3.8 -1.4 -0.01
C 1.7661 -0.9046 -0.3272 -0.3 -1.4 2.8 0.00
N -1.2769 1.4543 -0.0011 0.2 1.6 5.2 0.30
N -0.3386 -1.0858 0.5825 -0.7 0.8 1.0 0.45
N 0.3550 -0.0313 -2.6116 1.0 -0.3 -1.5 0.36
N 0.4166 -0.4446 -0.2731 2.1 -2.7 1.9 0.37
H -1.6708 1.4967 -1.9090 0.3 -0.3 -0.4 0.00
H -1.5818 -1.6789 1.8838 -0.3 -0.3 0.6 0.01
H -2.7725 0.5795 2.2840 1.8 -0.5 -0.5 -0.01
H -1.1516 0.4056 3.0618 0.0 0.8 1.0 0.00
H -0.5190 2.4875 1.5968 -1.1 -1.7 -0.2 0.02
H 2.1908 -0.6169 0.5931 0.9 0.2 1.3 0.02
H 1.8488 -1.9702 -0.3678 -0.2 -0.7 -0.3 0.01
H 2.2771 -0.4319 -1.0458 1.8 1.6 -2.8 0.00
H 0.1640 0.6555 -3.3497 -0.3 -0.2 0.6 -0.01
H 0.8982 -0.8011 -2.9475 0.4 -0.6 0.1 -0.01
```
Forces are in eV/Å.

- net charge = +2
- 2S+1 = 3
- energy relative to the best compared isomer or geometry (same formula, charge and spin) (eV) = 0.000
- gap between HOMO and LUMO (spin up / spin down) (Ha) = 0.284 / 0.301
- <S²> = 2.016
- LUMO level (spin up / spin down) (eV) = -8.6 / -11.7

| no. | calculated total energy (Eh) |
| --- | --- |
| 1 | -322.41412 |
| 2 | -380.39264 |
| 3 | -482.98768 |
| 4 | -2456.93094 |
| 5 | -243.33513 |
| 6 | -452.79371 |